Entry from the Open Molecules 2025 dataset: 2 unconnected molecules or ions with the total composition C2H9N2 (ωB97M-V/def2-TZVPD).

For the HOMO energy, the calculation gives -13.234 eV. For the molar mass, the calculation gives 61.1 g/mol. The energy relative to the best compared isomer or geometry (same formula, charge and spin) comes out at 536.3 kJ/mol. The value obtained for the HOMO-LUMO gap is 3.77 eV. As for the charge: +1.

Each atom is followed by the atoms it is bonded to, with distances in Å.
Element x y z (Å)
1 C -1.136 0.759 0.056  N2 1.329, C3 1.557, H5 1.124, H6 1.103
2 N -0.057 0.051 -0.260  C1 1.329, H8 1.046
3 C -1.572 1.819 -0.997  C1 1.557, H9 1.099, H10 1.086, H13 1.081
4 N 2.631 -2.290 1.046  H7 1.008, H11 1.007, H12 1.010
5 H -0.902 1.337 0.991  C1 1.124
6 H -1.932 0.118 0.469  C1 1.103
7 H 3.609 -2.519 0.968  N4 1.008
8 H -0.044 -0.850 0.271  N2 1.046
9 H -0.906 1.775 -1.869  C3 1.099
10 H -1.585 2.828 -0.593  C3 1.086
11 H 2.020 -3.044 0.778  N4 1.007
12 H 2.422 -1.481 0.477  N4 1.010
13 H -2.547 1.498 -1.337  C3 1.081

Results of the natural (NBO) charge analysis, in e, for atoms 1 through 5: number 1, C, carries -0.395; number 2, N, carries 0.032; number 3, C, carries -0.597; number 4, N, carries -1.070; number 5, H, carries 0.469

=====

Entry from the Open Molecules 2025 dataset: 2 unconnected molecules or ions with the total composition C3H4FN (ωB97M-V/def2-TZVPD).

For the HOMO energy, the calculation gives -10.730 eV. For the molar mass, the calculation gives 73.1 g/mol. Its SMILES is C=CF.C#N. The energy relative to the best compared isomer or geometry (same formula, charge and spin) comes out at 108.6 kJ/mol. The value obtained for the HOMO-LUMO gap is 11.75 eV. As for the charge: 0.

Each atom is followed by the atoms it is bonded to, with distances in Å.
Element x y z (Å)
1 C 1.889 -0.775 0.071  C2 1.280, H4 1.093, H5 1.075
2 C 1.516 0.327 0.605  C1 1.280, F3 1.383, H6 1.027
3 F 1.184 1.413 -0.184  C2 1.383
4 H 1.925 -0.757 -1.022  C1 1.093
5 H 2.042 -1.658 0.665  C1 1.075
6 H 1.538 0.542 1.610  C2 1.027
7 C -1.862 1.568 -0.036  N8 1.126, H9 1.044
8 N -2.901 1.181 0.163  C7 1.126
9 H -1.017 2.144 -0.245  C7 1.044

Results of the natural (NBO) charge analysis, in e, for atoms 1 through 5: number 1, C, carries -0.477; number 2, C, carries 0.230; number 3, F, carries -0.366; number 4, H, carries 0.221; number 5, H, carries 0.227

=====

Entry from the Open Molecules 2025 dataset: 9 unconnected molecules or ions with the total composition BH22NO7 (ωB97M-V/def2-TZVPD).

For the HOMO energy, the calculation gives -7.605 eV. For the molar mass, the calculation gives 159.0 g/mol. The energy relative to the best compared isomer or geometry (same formula, charge and spin) comes out at 20.4 kJ/mol. The value obtained for the HOMO-LUMO gap is 6.93 eV. As for the charge: 0.

Each atom is followed by the atoms it is bonded to, with distances in Å.
Element x y z (Å)
1 N 0.527 -0.565 -0.387  H2 0.940, H3 1.061, H4 0.943, H5 0.967
2 H -0.084 -0.991 -0.959  N1 0.940
3 H 0.611 0.463 -0.637  N1 1.061
4 H 1.353 -1.002 -0.515  N1 0.943
5 H 0.118 -0.722 0.476  N1 0.967
6 B -2.500 2.744 -0.491  H7 1.232, H8 1.279, H9 1.234, H10 1.219
7 H -1.487 2.078 -0.712  B6 1.232
8 H -2.939 2.243 0.600  B6 1.279
9 H -2.028 3.841 -0.179  B6 1.234
10 H -3.423 2.606 -1.276  B6 1.219
11 O 0.334 -3.816 -0.651  H12 0.982, H13 1.095
12 H -0.502 -4.064 -1.102  O11 0.982
13 H 0.240 -4.690 0.002  O11 1.095
14 O -1.700 -1.717 -2.782  H15 0.975, H16 0.955
15 H -1.285 -1.962 -3.630  O14 0.975
16 H -1.688 -2.532 -2.284  O14 0.955
17 O -0.192 1.682 1.691  H18 0.896, H19 0.996
18 H -0.186 2.330 2.309  O17 0.896
19 H -0.785 2.154 1.046  O17 0.996
20 O 3.463 0.467 -1.328  H21 0.896, H22 0.927
21 H 3.035 1.253 -1.286  O20 0.896
22 H 3.290 -0.125 -2.020  O20 0.927
23 O 1.933 -2.062 2.285  H24 0.927, H25 1.001
24 H 2.639 -2.655 2.190  O23 0.927
25 H 2.463 -1.518 2.937  O23 1.001
26 O 1.646 2.647 -0.991  H27 0.969, H28 0.906
27 H 1.069 2.856 -1.742  O26 0.969
28 H 1.359 3.243 -0.371  O26 0.906
29 O -1.500 -0.861 3.210  H30 0.872, H31 1.047
30 H -1.843 -0.614 2.448  O29 0.872
31 H -1.937 -0.709 4.149  O29 1.047

Results of the natural (NBO) charge analysis, in e, for atoms 1 through 5: number 1, N, carries -0.813; number 2, H, carries 0.426; number 3, H, carries 0.484; number 4, H, carries 0.428; number 5, H, carries 0.453